No. 1
52
Properties=species:S:1:pos:R:3 method="wB97M-V/def2-TZVPD" gap_ev="7.637 / 5.802" spin_multiplicity=5 energy_ev=-96352.6852 relative_energy_ev=0.000 s2=6.04
Os -0.485 -0.262 0.226
S -3.525 0.063 3.942
C -2.434 0.144 2.729
S -1.689 1.616 2.301
S -1.909 -1.227 1.819
N 2.606 -1.548 -0.557
C 2.180 -0.615 -1.427
N 1.074 0.080 -1.280
C 0.878 0.966 -2.331
C 1.828 0.930 -3.283
S 3.035 -0.237 -2.877
C -0.318 1.802 -2.282
C -0.764 2.630 -3.246
S -2.267 3.323 -2.765
C -2.190 2.429 -1.276
N -1.109 1.701 -1.151
N -3.196 2.477 -0.385
H 2.229 -1.488 0.383
H 3.537 -1.913 -0.654
H 1.900 1.511 -4.186
H -0.328 2.848 -4.206
H -3.914 3.171 -0.487
H -3.013 2.112 0.547
C -2.498 -0.740 -3.841
Si -2.756 -1.532 -2.169
C -2.774 -3.383 -2.368
C -4.391 -0.980 -1.469
O -1.536 -1.081 -1.179
H -3.306 -1.010 -4.527
H -1.552 -1.063 -4.285
H -2.477 0.350 -3.756
H -3.602 -3.680 -3.017
H -2.908 -3.877 -1.402
H -1.845 -3.751 -2.811
H -5.227 -1.351 -2.068
H -4.454 0.111 -1.432
H -4.510 -1.354 -0.448
C 4.632 -0.949 2.943
Si 3.283 0.189 3.549
C 3.904 1.939 3.624
C 2.646 -0.374 5.199
C 1.909 0.103 2.333
C 0.959 0.040 1.558
H 5.471 -0.958 3.644
H 5.011 -0.625 1.971
H 4.266 -1.974 2.849
H 4.724 2.024 4.341
H 3.109 2.620 3.934
H 4.267 2.267 2.648
H 3.435 -0.342 5.955
H 2.270 -1.397 5.137
H 1.825 0.264 5.532


No. 2
53
Properties=species:S:1:pos:R:3 method="wB97M-V/def2-TZVPD" gap_ev="4.572 / 4.585" spin_multiplicity=2 energy_ev=-106105.9919 relative_energy_ev=3.846 s2=0.75 total_charge=+1
Cu -0.166 3.225 -1.958
C 2.057 -0.679 -2.034
O 1.792 0.421 -2.895
H 1.317 -0.697 -1.234
H 2.143 -1.661 -2.499
H 2.985 -0.586 -1.469
C -8.570 -0.601 1.477
C -7.143 -1.210 1.508
C -6.826 -2.115 0.297
O -5.547 -1.672 -0.092
C -5.266 -0.428 0.483
O -4.220 0.193 0.200
O -6.274 -0.073 1.376
H -8.910 -0.434 0.455
H -8.751 0.299 2.067
H -9.216 -1.359 1.920
H -6.926 -1.874 2.346
H -7.410 -2.014 -0.618
H -6.655 -3.188 0.373
C 3.136 -2.865 3.491
C 2.150 -1.782 4.027
C 0.649 -1.995 3.668
O -0.013 -1.764 4.913
C 0.888 -1.439 5.848
O 0.615 -1.110 7.058
O 2.063 -1.842 5.446
H 3.314 -2.676 2.433
H 2.599 -3.796 3.680
H 4.015 -2.923 4.133
H 2.497 -0.776 3.790
H 0.372 -3.008 3.375
H 0.342 -1.321 2.868
C 4.595 6.077 -3.822
C 4.439 6.997 -2.623
C 5.560 6.843 -1.557
O 6.024 8.109 -1.350
C 5.591 8.953 -2.273
O 5.868 10.180 -2.312
O 4.623 8.357 -3.035
H 5.628 6.015 -4.165
H 4.016 6.406 -4.685
H 4.429 5.016 -3.635
H 3.575 6.796 -1.989
H 6.295 6.181 -2.016
H 5.205 6.201 -0.751
Cl 0.330 -7.130 -1.038
C -0.411 -5.937 -2.026
C -1.390 -6.639 -3.014
Cl -2.479 -5.560 -3.943
H 0.429 -5.586 -2.625
H -0.731 -5.018 -1.535
H -1.886 -7.327 -2.330
H -0.751 -7.183 -3.710


No. 3
49
Properties=species:S:1:pos:R:3 method="wB97M-V/def2-TZVPD" gap_ev=9.908 energy_ev=-40517.0571 smiles="CNC(=O)[C@H](Cc1ccccc1)NC(C)=O.CO[P@@](=O)(O)[C@H](C)O"
C 0.725 1.373 5.737
N 2.167 1.422 5.484
C 2.872 0.895 4.473
O 4.078 1.100 4.433
C 2.243 0.016 3.370
C 1.774 0.902 2.202
C 1.186 0.187 0.994
C 1.577 -1.124 0.649
C 1.034 -1.751 -0.484
C 0.115 -1.066 -1.293
C -0.278 0.242 -0.959
C 0.256 0.865 0.183
N 1.138 -0.856 3.797
C 1.217 -1.920 4.594
C 2.566 -2.383 5.109
O 0.207 -2.526 4.910
H 0.444 0.393 6.128
H 0.455 2.128 6.477
H 0.166 1.571 4.821
H 2.728 1.952 6.134
H 3.053 -0.609 2.998
H 2.628 1.487 1.856
H 1.031 1.604 2.582
H 2.302 -1.661 1.241
H 1.339 -2.755 -0.745
H -0.266 -1.540 -2.184
H -0.977 0.775 -1.587
H -0.042 1.874 0.429
H 0.216 -0.650 3.447
H 3.008 -1.609 5.732
H 3.221 -2.608 4.270
H 2.424 -3.285 5.703
C -2.492 -1.039 -3.914
O -1.551 -0.835 -4.978
P -2.245 -0.169 -6.300
O -1.282 -0.064 -7.416
O -3.340 -1.168 -6.872
C -3.000 1.491 -5.839
C -2.018 2.332 -5.017
O -4.243 1.421 -5.089
H -2.549 -0.154 -3.274
H -3.500 -1.265 -4.279
H -2.174 -1.886 -3.301
H -2.754 -1.748 -7.381
H -3.185 2.005 -6.787
H -1.073 2.446 -5.558
H -2.436 3.327 -4.836
H -1.808 1.865 -4.051
H -4.954 0.994 -5.607


No. 4
46
Properties=species:S:1:pos:R:3 method="wB97M-V/def2-TZVPD" gap_ev=9.682 energy_ev=-35361.5312 relative_energy_ev=1.433 smiles="CCOCCc1nnc(NC(=O)CCC2CCCCC2)s1"
C 7.114 -3.640 -1.424
C 6.669 -2.556 -2.403
O 6.168 -1.392 -1.775
C 4.893 -1.495 -1.196
C 3.750 -1.440 -2.232
C 2.437 -1.433 -1.552
N 1.628 -2.430 -1.529
N 0.516 -2.221 -0.832
C 0.470 -1.043 -0.305
N -0.578 -0.602 0.455
C -0.609 0.654 1.010
O 0.305 1.430 0.856
C -1.877 0.956 1.766
C -2.984 1.337 0.773
C -4.343 1.568 1.443
C -5.430 1.708 0.374
C -6.801 1.924 1.008
C -6.790 3.164 1.895
C -5.714 3.030 2.968
C -4.343 2.812 2.333
S 1.858 -0.040 -0.638
H 7.623 -4.432 -1.967
H 6.266 -4.075 -0.901
H 7.798 -3.218 -0.691
H 5.933 -2.968 -3.107
H 7.531 -2.202 -2.974
H 4.812 -0.631 -0.530
H 4.793 -2.409 -0.597
H 3.872 -0.536 -2.830
H 3.789 -2.312 -2.886
H -1.338 -1.254 0.585
H -2.184 0.086 2.351
H -1.676 1.788 2.439
H -3.091 0.538 0.034
H -2.684 2.241 0.240
H -4.579 0.695 2.064
H -5.451 0.813 -0.252
H -5.191 2.559 -0.268
H -7.555 2.030 0.226
H -7.064 1.050 1.609
H -7.767 3.298 2.362
H -6.585 4.045 1.284
H -5.692 3.928 3.588
H -5.952 2.183 3.615
H -3.596 2.713 3.122
H -4.081 3.683 1.729


No. 5
43
Properties=species:S:1:pos:R:3 method="wB97M-V/def2-TZVPD" gap_ev=9.196 energy_ev=-21546.7764 relative_energy_ev=0.000 smiles="CCCCCCNC=C1C(=O)CC(C)(C)CC1=O"
C 3.510 2.824 0.000
C 4.188 1.474 -0.193
C 3.177 0.330 -0.156
C 3.853 -1.028 -0.334
C 2.887 -2.191 -0.562
C 2.010 -2.541 0.651
N 0.860 -1.689 0.773
C -0.353 -1.999 0.375
C -1.441 -1.140 0.432
C -1.279 0.212 0.912
O -0.195 0.653 1.298
C -2.505 1.092 0.951
C -3.552 0.739 -0.106
C -2.994 0.990 -1.509
C -4.801 1.599 0.102
C -3.912 -0.738 0.062
C -2.719 -1.665 -0.035
O -2.839 -2.800 -0.464
H 4.242 3.628 -0.009
H 2.978 2.851 0.948
H 2.790 3.005 -0.796
H 4.932 1.324 0.593
H 4.715 1.465 -1.151
H 2.440 0.478 -0.948
H 2.652 0.372 0.800
H 4.517 -0.972 -1.201
H 4.476 -1.243 0.537
H 2.237 -1.970 -1.412
H 3.473 -3.077 -0.815
H 2.604 -2.462 1.566
H 1.658 -3.572 0.552
H 0.957 -0.720 1.097
H -0.527 -3.000 -0.009
H -2.942 0.978 1.949
H -2.183 2.132 0.858
H -3.736 0.736 -2.262
H -2.728 2.039 -1.629
H -2.106 0.388 -1.687
H -4.557 2.655 -0.001
H -5.221 1.440 1.092
H -5.560 1.351 -0.636
H -4.356 -0.897 1.050
H -4.649 -1.052 -0.680


No. 6
45
Properties=species:S:1:pos:R:3 method="wB97M-V/def2-TZVPD" gap_ev=5.931 energy_ev=-34986.9361 relative_energy_ev=0.000 total_charge=-1
C 3.981 -1.693 2.742
C 3.297 -0.426 2.292
O 1.879 -0.682 2.368
C 1.057 0.394 2.218
C -0.282 -0.012 2.702
C -1.415 0.848 2.599
O -1.403 1.944 2.031
C -2.745 0.370 3.243
C -3.623 -0.501 2.355
C -3.255 -1.983 2.293
C -1.901 -2.330 1.654
C -0.748 -2.530 2.635
C -0.344 -1.298 3.470
O 1.447 1.466 1.786
H 5.051 -1.638 2.538
H 3.853 -1.840 3.822
H 3.564 -2.575 2.243
H 3.557 0.414 2.950
H 3.542 -0.197 1.246
H -2.560 -0.113 4.212
H -3.306 1.291 3.434
H -4.651 -0.417 2.742
H -3.639 -0.074 1.344
H -3.322 -2.420 3.296
H -4.039 -2.460 1.688
H -2.027 -3.298 1.145
H -1.633 -1.594 0.881
H -0.986 -3.353 3.316
H 0.135 -2.826 2.054
H 0.672 -1.493 3.846
H -1.014 -1.150 4.332
C 3.721 2.472 -3.635
S 2.298 1.481 -3.148
C 2.069 2.227 -1.530
C 0.717 1.720 -0.998
C -0.233 2.777 -0.544
O 0.489 0.521 -0.992
H 3.820 2.332 -4.714
H 3.559 3.532 -3.406
H 4.629 2.105 -3.140
H 2.848 1.819 -0.873
H 2.117 3.318 -1.584
H 0.160 3.780 -0.721
H -1.192 2.657 -1.060
H -0.414 2.633 0.526